{"formula": "C36H40P2Pt", "method": "ωB97M-V/def2-TZVPD", "relative_energy_ev": 2.443, "total_charge": 2, "spin_multiplicity": 5, "molar_mass_g_mol": 729.74, "homo_ha": [-0.455, -0.514], "lumo_ev": [-6.36, -9.83], "gap_ev": [6.01, 4.15], "e_tot_ha": -2196.83128, "elements": ["Pt", "C", "C", "C", "C", "C", "C", "C", "C", "C", "H", "H", "H", "H", "H", "H", "H", "H", "H", "H", "H", "H", "H", "H", "H", "P", "P", "C", "C", "C", "C", "C", "C", "C", "C", "C", "C", "C", "C", "C", "C", "C", "C", "C", "C", "C", "C", "C", "C", "C", "C", "C", "C", "H", "H", "H", "H", "H", "H", "H", "H", "H", "H", "H", "H", "H", "H", "H", "H", "H", "H", "H", "H", "H", "H", "C", "H", "H", "H"], "xyz": [[-0.822, -0.702, 0.157], [3.079, -0.939, -0.892], [2.848, 0.017, 0.106], [3.327, 1.429, -0.258], [2.600, 1.971, -1.512], [1.250, 1.353, -1.810], [0.989, 0.117, -2.274], [1.980, -0.685, -3.072], [3.327, -0.796, -2.339], [-2.980, -0.947, 0.194], [3.290, -1.965, -0.602], [3.188, -0.247, 1.138], [4.412, 1.429, -0.437], [3.208, 2.122, 0.584], [2.421, 3.035, -1.342], [3.291, 1.942, -2.368], [0.449, 2.099, -1.779], [-0.022, -0.312, -2.340], [2.086, -0.275, -4.097], [1.572, -1.692, -3.237], [3.822, -1.721, -2.691], [4.015, 0.011, -2.620], [-3.251, -1.964, -0.099], [-3.603, -0.226, -0.360], [-3.180, -0.804, 1.262], [1.114, -0.305, 1.220], [-1.662, 1.379, -0.440], [0.742, 1.537, 1.128], [-0.315, 2.160, 0.482], [1.142, -0.389, 3.074], [2.190, 0.317, 3.677], [2.429, 0.187, 5.055], [1.543, -0.580, 5.834], [0.428, -1.194, 5.251], [0.203, -1.082, 3.871], [1.564, -2.184, 0.929], [1.165, -2.821, -0.264], [1.673, -4.060, -0.623], [2.620, -4.681, 0.204], [3.045, -4.040, 1.371], [2.522, -2.799, 1.740], [-3.131, 2.335, 0.056], [-3.361, 2.552, 1.427], [-4.353, 3.439, 1.845], [-5.122, 4.132, 0.897], [-4.970, 3.845, -0.467], [-3.997, 2.937, -0.884], [-2.037, 0.995, -2.230], [-2.375, -0.298, -2.646], [-2.542, -0.612, -3.994], [-2.393, 0.371, -4.952], [-1.937, 1.640, -4.573], [-1.886, 1.997, -3.211], [1.481, 2.118, 1.688], [-0.360, 3.255, 0.446], [2.831, 0.966, 3.074], [3.305, 0.668, 5.494], [1.735, -0.686, 6.905], [-0.261, -1.786, 5.871], [-0.676, -1.536, 3.420], [0.462, -2.297, -0.961], [1.339, -4.537, -1.542], [3.014, -5.660, -0.071], [3.773, -4.526, 2.020], [2.886, -2.302, 2.646], [-2.728, 2.032, 2.148], [-4.510, 3.601, 2.914], [-5.843, 4.884, 1.233], [-5.610, 4.350, -1.200], [-3.901, 2.718, -1.948], [-2.466, -1.128, -1.943], [-2.776, -1.648, -4.253], [-2.601, 0.146, -6.003], [-1.617, 2.362, -5.316], [-1.718, 3.030, -2.931], [-1.260, -2.524, 1.173], [-2.023, -2.309, 1.937], [-0.408, -2.986, 1.678], [-1.664, -3.230, 0.430]], "lowdin_charge": [0.812, -0.110, -0.291, -0.140, -0.122, -0.026, -0.031, -0.120, -0.150, -0.224, 0.104, 0.108, 0.142, 0.106, 0.125, 0.137, 0.089, 0.080, 0.154, 0.125, 0.141, 0.119, 0.036, 0.015, 0.029, 0.856, 0.967, -0.226, -0.290, -0.325, -0.104, -0.043, -0.046, -0.046, -0.056, -0.380, -0.198, -0.056, -0.039, -0.039, -0.069, -0.340, -0.084, -0.047, -0.035, -0.046, -0.063, -0.375, -0.134, -0.047, -0.040, -0.034, -0.098, 0.081, 0.096, 0.102, 0.118, 0.120, 0.124, 0.081, 0.084, 0.119, 0.121, 0.121, 0.120, 0.112, 0.121, 0.124, 0.124, 0.098, 0.069, 0.128, 0.128, 0.118, 0.118, -0.192, 0.023, 0.023, 0.047]}